C3H3Br2N | ωB97M-V/def2-TZVPD

```
9
C3H3Br2N ωB97M-V/def2-TZVPD
C 0.9579 -0.0356 1.3419
C -0.9984 -0.2694 -1.2380
C -0.2291 0.6613 -0.7455
N 0.5872 0.7099 0.4208
Br 2.1946 0.4853 2.6023
Br 0.3885 -1.9308 1.5026
H -1.1115 -1.1538 -0.6127
H -1.7868 -0.0717 -2.0545
H -0.0024 1.6050 -1.2170
```

## Properties
Total energy ... -144732.789 eV
Orbital gap ... 9.907 eV
ΔE to the lowest compared entry with this formula, charge and spin ... 28.0 kcal/mol
Multiplicity ... 1

natural (NBO) population analysis, charges in e, atoms 1 to 6: 0.132 -0.387 -0.046 -0.473 0.156 -0.026